1.
{
  "formula": "C33H43F9N3P3Pt",
  "method": "ωB97M-V/def2-TZVPD",
  "species": ["H", "C", "H", "H", "C", "C", "C", "P", "C", "H", "H", "C", "H", "P", "H", "N", "H", "C", "H", "F", "H", "C", "H", "H", "H", "C", "F", "P", "C", "H", "C", "C", "H", "C", "H", "H", "H", "C", "C", "H", "C", "H", "F", "H", "C", "F", "H", "C", "H", "C", "C", "C", "H", "C", "H", "C", "H", "H", "H", "H", "C", "C", "H", "N", "C", "F", "H", "H", "H", "H", "H", "C", "Pt", "H", "F", "C", "F", "C", "H", "C", "H", "H", "C", "C", "H", "C", "H", "H", "F", "H", "F", "N"],
  "coordinates": [[3.299, 2.605, -1.071], [2.597, -1.659, 4.131], [2.289, 4.399, -2.286], [0.881, 2.802, -2.990], [-1.172, 3.708, -0.565], [-1.428, -6.255, -1.192], [0.886, -0.931, 2.067], [-0.297, -0.606, 0.749], [1.275, -2.076, 4.151], [1.515, 0.211, -4.445], [3.224, 3.942, 0.042], [-2.000, 0.200, 2.821], [-2.384, -1.541, -3.443], [-0.715, -0.195, -2.569], [2.621, -0.033, 1.191], [1.836, 2.354, 0.367], [-0.909, 3.360, 2.101], [2.619, 3.233, -0.528], [-1.485, 0.343, -4.748], [4.537, -2.802, 4.724], [-3.317, 0.772, 4.411], [-1.915, -2.841, 0.369], [0.018, -1.779, -4.180], [-0.703, 4.536, -0.036], [-2.247, 3.894, -0.548], [3.552, 1.422, -3.045], [-2.301, -6.151, -2.204], [2.386, 0.297, -2.226], [3.083, -0.904, 3.072], [-1.731, 1.906, 0.292], [-4.153, 0.731, 1.127], [-0.294, 2.662, 1.528], [-0.536, 1.703, -4.128], [-1.267, 0.942, -3.859], [-0.590, -2.128, 3.113], [4.054, 0.776, -3.772], [4.084, -0.360, -0.641], [0.486, -1.310, -3.310], [1.704, 3.955, -1.480], [3.059, 2.229, -3.589], [0.421, -1.740, 3.110], [-4.998, 0.932, 0.480], [-5.270, 2.599, 3.752], [-2.981, -0.950, -1.897], [-0.712, 3.603, -1.988], [2.950, -2.726, 6.198], [4.127, -0.615, 3.055], [1.117, 3.148, 1.411], [1.190, 4.779, -0.989], [-1.855, 0.007, 1.441], [3.562, -2.049, 5.236], [-3.209, 0.637, 3.341], [-2.855, 0.175, -0.463], [1.723, -0.543, -3.679], [-0.302, 1.719, 2.059], [3.392, -0.878, -1.310], [-0.739, 4.580, -2.478], [-1.789, -2.260, -1.932], [-3.108, -4.604, 0.097], [2.786, -1.559, -0.726], [0.137, -4.297, -0.849], [-2.947, 0.292, 0.605], [0.689, -2.108, -2.592], [-0.869, 2.440, 0.176], [-2.105, -1.335, -2.405], [-6.452, 1.735, 2.151], [0.930, -4.885, -1.295], [3.984, -1.444, -2.034], [-2.194, 1.430, -3.554], [-1.180, 0.013, 3.500], [1.175, 4.200, 1.135], [0.365, -2.998, -0.428], [0.457, 1.058, -0.920], [2.509, -1.185, -4.086], [-0.326, -6.849, -1.643], [-4.277, 0.911, 2.499], [-1.971, -6.999, -0.238], [2.229, -0.549, 2.044], [0.914, -2.687, 4.968], [-5.559, 1.467, 3.102], [1.610, 3.052, 2.379], [4.312, 1.835, -2.388], [-0.662, -2.254, 0.160], [-1.122, -4.861, -0.670], [2.501, 1.751, 0.827], [-2.139, -4.144, -0.052], [1.356, -2.577, -0.522], [-2.716, -2.303, 0.857], [4.113, -0.949, 5.760], [-1.364, 2.943, -2.547], [-6.077, 0.599, 3.961], [0.665, 3.027, -2.024]],
  "homo_lumo_gap_ev": 6.481,
  "homo_energy_ev": -20.039,
  "total_charge": 4,
  "e_above_lowest_kj_mol": 0.0
}



2.
{
  "formula": "C33H43FeN8P2S2",
  "method": "ωB97M-V/def2-TZVPD",
  "species": ["H", "H", "H", "P", "H", "H", "S", "H", "C", "H", "H", "C", "C", "H", "H", "H", "H", "C", "C", "C", "N", "P", "C", "C", "H", "H", "H", "H", "H", "N", "H", "C", "H", "H", "C", "Fe", "C", "C", "H", "H", "H", "C", "H", "C", "H", "C", "C", "C", "C", "C", "N", "H", "H", "C", "N", "H", "H", "N", "H", "C", "H", "S", "H", "N", "C", "N", "C", "C", "H", "H", "C", "H", "H", "N", "C", "H", "C", "C", "H", "C", "C", "H", "H", "H", "C", "C", "C", "H", "H"],
  "coordinates": [[1.075, -0.249, 4.358], [-3.860, 4.955, -1.436], [-0.947, -2.079, -3.480], [0.321, -1.344, 1.632], [2.222, -3.399, 2.596], [-0.918, -2.489, 3.487], [1.379, 2.250, 0.769], [1.610, 0.658, -4.720], [1.705, -3.727, -1.986], [-0.384, 5.194, -2.839], [2.231, 1.511, -2.739], [-0.758, 1.347, -3.859], [3.099, -1.044, 1.649], [3.775, 3.609, 0.227], [2.948, -0.049, 1.179], [-1.789, 1.402, -3.493], [-1.351, -1.309, -5.004], [2.001, -4.635, -3.007], [-2.592, -0.443, 3.205], [0.891, -2.167, 0.107], [-2.242, 2.608, 0.416], [0.507, -0.029, -1.811], [-3.720, 4.191, -0.691], [1.842, 3.459, -0.353], [1.955, 0.842, 3.206], [-0.815, 1.526, -4.947], [0.574, -0.465, -5.643], [2.830, -7.380, -1.065], [-0.966, 1.894, 5.797], [1.417, -3.348, 0.439], [4.049, -0.886, 2.238], [1.933, -1.274, 2.626], [2.872, -0.151, -2.536], [1.963, -4.333, -4.055], [2.168, -5.453, -0.268], [-0.652, 1.280, 0.145], [-0.905, 1.179, 3.803], [-1.221, -1.095, -3.903], [-4.167, -0.720, 4.728], [-5.700, 4.418, 0.333], [-2.918, 1.828, 2.199], [0.903, -1.687, -1.265], [2.506, -6.702, -3.437], [2.219, 0.626, -2.087], [-0.118, 2.142, -3.443], [-2.507, 3.489, -0.637], [-1.373, 0.206, 2.896], [1.778, -4.151, -0.630], [-2.624, 0.566, 5.416], [-3.207, 2.407, 1.340], [-0.304, 3.178, -1.133], [-3.002, -1.159, 2.448], [-0.127, -3.678, 2.424], [1.014, -0.272, -4.631], [-0.616, 0.011, 1.672], [2.633, 0.950, -1.111], [-5.147, 2.741, 2.062], [-1.543, -2.471, -0.505], [2.222, -5.726, 0.799], [-4.465, 3.015, 1.257], [-2.151, 5.001, -3.080], [-2.798, -0.024, -1.181], [3.253, -1.882, 0.929], [0.956, 3.778, -1.310], [-2.039, -1.445, -0.793], [3.065, 3.959, -0.402], [1.902, -0.140, 3.679], [-1.361, 3.858, -1.487], [-0.067, 1.855, 3.570], [3.193, -2.600, 3.824], [-0.166, -0.028, -3.651], [-3.051, 0.676, 6.428], [1.411, -2.852, 4.051], [1.311, -2.420, -2.294], [-3.195, -0.238, 4.468], [-2.211, -0.790, -3.548], [2.175, -2.585, 3.340], [-0.678, -2.719, 2.447], [-1.676, -2.831, 1.950], [-1.462, 1.260, 5.079], [2.325, -5.950, -2.673], [-1.542, 5.958, -1.794], [2.802, -0.227, 4.279], [3.238, 4.879, -0.784], [-1.353, 5.063, -2.350], [-4.719, 3.942, 0.243], [2.457, -6.353, -1.297], [1.566, -1.184, -4.337], [1.111, 4.468, -2.049]],
  "homo_lumo_gap_ev": [2.759, 5.750],
  "homo_energy_ev": [-4.107, -7.033],
  "s2": 8.811,
  "total_charge": 0,
  "multiplicity": 6
}



3.
{
  "formula": "C33H43N6PPbS3",
  "method": "ωB97M-V/def2-TZVPD",
  "species": ["H", "N", "H", "C", "C", "H", "C", "H", "H", "H", "H", "C", "H", "H", "H", "C", "C", "H", "H", "Pb", "H", "C", "C", "H", "C", "H", "C", "H", "H", "C", "H", "C", "H", "C", "H", "C", "H", "C", "H", "H", "C", "C", "S", "H", "S", "H", "C", "C", "C", "H", "N", "H", "H", "C", "P", "C", "C", "H", "S", "C", "N", "C", "C", "H", "H", "H", "H", "H", "N", "H", "H", "C", "C", "C", "H", "H", "H", "H", "C", "C", "C", "H", "H", "H", "N", "C", "N"],
  "coordinates": [[1.385, 0.070, 3.973], [2.420, 0.255, 0.728], [3.929, 1.702, 0.303], [2.426, 3.775, -0.441], [2.977, 1.336, -0.093], [-5.394, -3.134, -1.957], [-0.338, -3.589, -3.004], [3.367, 0.498, 2.623], [4.823, 0.478, -8.003], [3.480, 3.985, -0.570], [-4.055, -3.648, -2.977], [-2.682, 2.984, -5.647], [-3.705, 3.213, -7.516], [3.371, -1.520, -8.047], [2.988, -0.577, 0.607], [2.531, 1.441, -5.708], [-1.018, 1.254, -5.574], [2.470, -2.699, 0.477], [-0.041, 2.048, 2.482], [-0.026, -0.222, -0.178], [-2.728, 1.056, 0.163], [-0.026, -3.624, -1.709], [-1.718, 2.277, -4.943], [1.782, 5.803, -0.729], [2.384, 0.612, 2.160], [3.026, -1.980, -1.831], [2.011, -0.751, -6.582], [4.278, 2.374, -6.518], [-2.443, 1.411, -8.640], [-1.275, 0.943, -6.910], [-0.571, -0.825, 2.648], [2.074, -2.370, -2.176], [2.115, 1.666, 2.232], [-1.665, 2.784, 0.090], [-2.137, 3.513, 0.756], [0.142, 4.479, -0.337], [-1.205, -4.121, -3.380], [1.360, -0.216, 2.917], [0.670, -3.453, -4.895], [-0.617, 5.249, -0.380], [1.478, 4.784, -0.529], [-0.209, 3.164, -0.082], [0.609, 1.046, -2.887], [-2.570, 2.155, 2.453], [-2.151, -2.179, 1.011], [-5.236, -5.361, 0.421], [1.522, -3.077, 0.108], [3.135, -0.691, -7.393], [1.712, 0.312, -5.734], [-4.220, -3.349, 2.027], [0.010, -0.043, 2.352], [-2.651, -2.724, -1.504], [-3.223, 3.786, -5.165], [1.201, -3.009, -1.188], [0.242, 0.315, -4.690], [-4.465, -3.700, -1.972], [-3.463, -3.009, 0.260], [1.614, -1.276, 2.855], [-0.685, -1.546, -4.735], [1.757, -2.292, -3.465], [-4.409, -3.510, 1.051], [-5.553, -4.374, 0.754], [-2.242, 1.649, -7.604], [1.359, -1.615, -6.620], [-6.112, -4.492, 1.677], [0.873, -3.566, 0.824], [-6.216, -3.930, 0.019], [2.444, -1.847, -4.173], [0.704, 2.197, -0.011], [2.293, 2.268, -5.051], [-0.713, 0.161, -7.406], [0.482, -2.843, -4.010], [-0.672, 1.201, 2.754], [3.645, 1.497, -6.529], [-0.639, -4.182, -1.009], [-4.668, -4.743, -1.746], [3.157, 0.956, -1.102], [-1.490, 2.522, -3.913], [3.950, 0.430, -7.366], [-2.015, 1.304, 2.051], [-2.948, 2.665, -6.972], [-0.827, 1.233, 3.836], [-2.589, 0.398, 2.252], [-2.151, 2.882, -0.883], [-1.876, 1.416, 0.580], [2.001, 2.487, -0.181], [-3.468, -3.125, -1.069]],
  "homo_lumo_gap_ev": 8.057,
  "homo_energy_ev": -12.853,
  "total_charge": 2,
  "e_above_lowest_kj_mol": 0.0
}